Computed, not measured: 11 unconnected molecules or ions with the total composition C56H143N9O20, with ωB97M-V/def2-TZVPD.

As for the structure (SMILES): COCCNCCOC.COCCNCCOC.COCCNCCOC.COCCNCCOC.COCCNCCOC.COCCNCCOC.COCCNCCOC.COCCNCCOC.COCCNCCOC.CO.CO. Its electronic energy is -114734.0336 eV. For the HOMO-LUMO gap, the calculation gives 8.61 eV. The net charge is 0. The largest force on an atom comes out at 0.04988 hartree/bohr.

Bonds (Å) are listed after each position.
Positions of all 228 atoms, in Å:
1 C 5.18414 -11.26193 3.67402  O2 1.452, H10 1.090, H11 1.090, H12 1.090
2 O 4.16626 -11.30297 2.63886  C1 1.452, C3 1.395
3 C 4.01615 -10.09242 1.96261  O2 1.395, C4 1.542, H13 1.090, H14 1.090
4 C 2.74463 -10.26630 1.10754  C3 1.542, N5 1.424, H15 1.090, H16 1.090
5 N 1.59503 -10.33933 1.94478  C4 1.424, C6 1.451, H17 1.010
6 C 1.11796 -9.04825 2.40306  N5 1.451, C7 1.543, H18 1.090, H19 1.090
7 C 0.09612 -9.09845 3.55823  C6 1.543, O8 1.436, H20 1.090, H21 1.090
8 O 0.53118 -9.47953 4.87297  C7 1.436, C9 1.424
9 C 1.65132 -8.75531 5.37151  O8 1.424, H22 1.090, H23 1.090, H24 1.090
10 H 4.84352 -10.91639 4.65007  C1 1.090
11 H 6.16762 -10.87544 3.40665  C1 1.090
12 H 5.43346 -12.31610 3.79514  C1 1.090
13 H 4.86135 -9.82571 1.32810  C3 1.090
14 H 3.86522 -9.31582 2.71242  C3 1.090
15 H 2.87793 -11.20122 0.56323  C4 1.090
16 H 2.72193 -9.46178 0.37247  C4 1.090
17 H 1.77483 -10.98281 2.70221  N5 1.010
18 H 0.70983 -8.51426 1.54493  C6 1.090
19 H 1.91208 -8.39072 2.75680  C6 1.090
20 H -0.70155 -9.81153 3.35006  C7 1.090
21 H -0.35935 -8.11095 3.63239  C7 1.090
22 H 1.56853 -7.68299 5.19435  C9 1.090
23 H 2.53659 -9.12690 4.85546  C9 1.090
24 H 1.70697 -8.93796 6.44465  C9 1.090
25 C 9.47997 -5.22760 3.33615  O26 1.471, H34 1.090, H35 1.090, H36 1.090
26 O 8.94221 -4.98872 4.68442  C25 1.471, C27 1.423
27 C 9.45324 -5.82588 5.71590  O26 1.423, C28 1.499, H37 1.090, H38 1.090
28 C 9.54704 -5.08992 7.01842  C27 1.499, N29 1.446, H39 1.090, H40 1.090
29 N 10.47706 -3.98354 6.99245  C28 1.446, C30 1.467, H41 1.010
30 C 10.35394 -3.11755 8.17023  N29 1.467, C31 1.526, H42 1.090, H43 1.090
31 C 9.15334 -2.18104 8.07473  C30 1.526, O32 1.461, H44 1.090, H45 1.090
32 O 9.16100 -1.25522 6.94459  C31 1.461, C33 1.447
33 C 8.23281 -0.14516 6.96919  O32 1.447, H46 1.090, H47 1.090, H48 1.090
34 H 9.20526 -6.22760 3.00054  C25 1.090
35 H 10.56094 -5.09840 3.28237  C25 1.090
36 H 8.97648 -4.54888 2.64771  C25 1.090
37 H 10.45234 -6.19107 5.47813  C27 1.090
38 H 8.90500 -6.75483 5.87267  C27 1.090
39 H 9.66691 -5.85797 7.78251  C28 1.090
40 H 8.54839 -4.69400 7.20295  C28 1.090
41 H 10.06585 -3.49184 6.21190  N29 1.010
42 H 11.26616 -2.53512 8.29952  C30 1.090
43 H 10.38334 -3.76444 9.04703  C30 1.090
44 H 9.05235 -1.56973 8.97151  C31 1.090
45 H 8.21145 -2.72495 8.14625  C31 1.090
46 H 8.39391 0.41764 7.88865  C33 1.090
47 H 7.17528 -0.40751 6.93921  C33 1.090
48 H 8.41741 0.52751 6.13161  C33 1.090
49 C -2.99532 2.60692 -0.89934  O50 1.404, H58 1.090, H59 1.090, H60 1.090
50 O -1.87145 2.44517 -1.72515  C49 1.404, C51 1.433
51 C -1.83817 1.27509 -2.55090  O50 1.433, C52 1.534, H61 1.090, H62 1.090
52 C -1.61159 -0.05103 -1.81291  C51 1.534, N53 1.453, H63 1.090, H64 1.090
53 N -0.23048 -0.12963 -1.36930  C52 1.453, C54 1.472, H65 1.010
54 C 0.01793 -1.36353 -0.60616  N53 1.472, C55 1.540, H66 1.090, H67 1.090
55 C 1.41220 -1.37869 0.04836  C54 1.540, O56 1.429, H68 1.090, H69 1.090
56 O 1.48293 -2.54203 0.87584  C55 1.429, C57 1.420
57 C 2.65136 -2.62160 1.67852  O56 1.420, H70 1.090, H71 1.090, H72 1.090
58 H -3.03071 1.83540 -0.13018  C49 1.090
59 H -3.91361 2.43763 -1.46163  C49 1.090
60 H -3.11046 3.57786 -0.41757  C49 1.090
61 H -1.11298 1.49149 -3.33536  C51 1.090
62 H -2.77808 1.34747 -3.09811  C51 1.090
63 H -1.80980 -0.90326 -2.46294  C52 1.090
64 H -2.31969 -0.16427 -0.99201  C52 1.090
65 H 0.32279 -0.15611 -2.21387  N53 1.010
66 H -0.12964 -2.15072 -1.34551  C54 1.090
67 H -0.77251 -1.46309 0.13774  C54 1.090
68 H 1.56863 -0.47248 0.63352  C55 1.090
69 H 2.15387 -1.48790 -0.74291  C55 1.090
70 H 3.55896 -2.49709 1.08788  C57 1.090
71 H 2.75203 -3.60218 2.14375  C57 1.090
72 H 2.69561 -1.82745 2.42382  C57 1.090
73 C -8.22025 1.28902 -8.29429  O74 1.425, H82 1.090, H83 1.090, H84 1.090
74 O -8.13794 -0.07833 -7.90069  C73 1.425, C75 1.421
75 C -8.14763 -0.20799 -6.48609  O74 1.421, C76 1.555, H85 1.090, H86 1.090
76 C -7.83753 -1.67694 -6.07948  C75 1.555, N77 1.448, H87 1.090, H88 1.090
77 N -6.46376 -2.11451 -6.21391  C76 1.448, C78 1.479, H89 1.010
78 C -5.94498 -1.93823 -7.58734  N77 1.479, C79 1.540, H90 1.090, H91 1.090
79 C -4.63803 -2.73881 -7.73646  C78 1.540, O80 1.414, H92 1.090, H93 1.090
80 O -4.89285 -4.11642 -7.92666  C79 1.414, C81 1.423
81 C -5.12677 -4.54880 -9.26226  O80 1.423, H94 1.090, H95 1.090, H96 1.090
82 H -7.29562 1.75166 -7.94914  C73 1.090
83 H -9.06325 1.71687 -7.75170  C73 1.090
84 H -8.24270 1.44542 -9.37278  C73 1.090
85 H -9.10919 0.13177 -6.10127  C75 1.090
86 H -7.37853 0.39641 -6.00516  C75 1.090
87 H -8.53889 -2.35208 -6.56976  C76 1.090
88 H -8.18030 -1.85643 -5.06046  C76 1.090
89 H -6.46270 -3.08911 -5.94886  N77 1.010
90 H -5.76971 -0.89591 -7.85367  C78 1.090
91 H -6.72219 -2.34853 -8.23209  C78 1.090
92 H -3.99991 -2.66897 -6.85553  C79 1.090
93 H -4.09465 -2.26084 -8.55156  C79 1.090
94 H -6.14852 -4.32902 -9.57183  C81 1.090
95 H -4.97020 -5.61902 -9.39725  C81 1.090
96 H -4.47834 -4.08992 -10.00862  C81 1.090
97 C 7.01996 -6.50380 -4.16985  O98 1.417, H106 1.090, H107 1.090, H108 1.090
98 O 8.40902 -6.26295 -4.02252  C97 1.417, C99 1.438
99 C 8.91220 -4.97380 -4.41449  O98 1.438, C100 1.523, H109 1.090, H110 1.090
100 C 10.41023 -5.23303 -4.49721  C99 1.523, N101 1.426, H111 1.090, H112 1.090
101 N 10.73371 -6.19350 -5.50098  C100 1.426, C102 1.482, H113 1.010
102 C 12.12255 -6.70168 -5.59047  N101 1.482, C103 1.513, H114 1.090, H115 1.090
103 C 12.25926 -7.70171 -6.71763  C102 1.513, O104 1.446, H116 1.090, H117 1.090
104 O 11.51493 -8.83208 -6.20883  C103 1.446, C105 1.406
105 C 11.26389 -9.73704 -7.25455  O104 1.406, H118 1.090, H119 1.090, H120 1.090
106 H 6.42900 -5.88867 -3.49127  C97 1.090
107 H 6.71506 -7.54956 -4.13074  C97 1.090
108 H 6.71610 -6.34297 -5.20422  C97 1.090
109 H 8.75669 -4.14213 -3.72729  C99 1.090
110 H 8.60936 -4.78229 -5.44391  C99 1.090
111 H 10.69601 -5.69260 -3.55104  C100 1.090
112 H 10.98450 -4.31495 -4.62156  C100 1.090
113 H 10.22555 -7.06010 -5.39675  N101 1.010
114 H 12.36746 -7.09355 -4.60328  C102 1.090
115 H 12.86884 -5.91461 -5.69850  C102 1.090
116 H 13.28278 -7.95827 -6.99090  C103 1.090
117 H 11.82490 -7.35939 -7.65691  C103 1.090
118 H 12.16273 -10.13838 -7.72265  C105 1.090
119 H 10.68764 -9.27540 -8.05637  C105 1.090
120 H 10.70090 -10.57840 -6.85051  C105 1.090
121 C 3.39605 0.23861 -4.32737  O122 1.411, H130 1.090, H131 1.090, H132 1.090
122 O 2.83129 1.39536 -3.75051  C121 1.411, C123 1.439
123 C 3.87532 2.32296 -3.40163  O122 1.439, C124 1.570, H133 1.090, H134 1.090
124 C 3.25128 3.62803 -2.79099  C123 1.570, N125 1.452, H135 1.090, H136 1.090
125 N 3.02415 3.50429 -1.36267  C124 1.452, C126 1.458, H137 1.010
126 C 2.43443 4.74882 -0.88332  N125 1.458, C127 1.558, H138 1.090, H139 1.090
127 C 2.05525 4.62064 0.62262  C126 1.558, O128 1.430, H140 1.090, H141 1.090
128 O 1.44668 5.82351 1.09831  C127 1.430, C129 1.419
129 C 0.06341 5.88330 0.78592  O128 1.419, H142 1.090, H143 1.090, H144 1.090
130 H 2.63881 -0.47000 -4.66288  C121 1.090
131 H 3.99331 -0.20668 -3.53169  C121 1.090
132 H 3.98992 0.30199 -5.23918  C121 1.090
133 H 4.49142 2.59077 -4.26000  C123 1.090
134 H 4.55343 1.89659 -2.66239  C123 1.090
135 H 2.38853 3.92958 -3.38498  C124 1.090
136 H 3.92895 4.47707 -2.88036  C124 1.090
137 H 2.27935 2.83290 -1.24181  N125 1.010
138 H 1.51510 4.93230 -1.43945  C126 1.090
139 H 3.10555 5.60396 -0.96354  C126 1.090
140 H 3.00181 4.50434 1.15044  C127 1.090
141 H 1.43326 3.73662 0.76311  C127 1.090
142 H -0.41066 5.03126 1.27313  C129 1.090
143 H -0.07517 5.91086 -0.29489  C129 1.090
144 H -0.49095 6.74603 1.15536  C129 1.090
145 C -2.15662 11.06279 -2.37778  O146 1.428, H154 1.090, H155 1.090, H156 1.090
146 O -3.53671 10.92788 -2.71831  C145 1.428, C147 1.403
147 C -3.68599 9.92239 -3.68566  O146 1.403, C148 1.571, H157 1.090, H158 1.090
148 C -5.18229 9.89700 -4.16499  C147 1.571, N149 1.491, H159 1.090, H160 1.090
149 N -5.61475 11.01475 -5.05180  C148 1.491, C150 1.512, H161 1.010
150 C -7.12340 11.11655 -5.06557  N149 1.512, C151 1.543, H162 1.090, H163 1.090
151 C -7.75198 11.59235 -3.73868  C150 1.543, O152 1.425, H164 1.090, H165 1.090
152 O -9.14490 11.73478 -4.00381  C151 1.425, C153 1.433
153 C -9.88689 12.07984 -2.82696  O152 1.433, H166 1.090, H167 1.090, H168 1.090
154 H -1.61160 11.56607 -3.17638  C145 1.090
155 H -1.63764 10.11201 -2.25623  C145 1.090
156 H -2.00170 11.56435 -1.42252  C145 1.090
157 H -3.32325 8.99249 -3.24771  C147 1.090
158 H -3.01681 10.14254 -4.51743  C147 1.090
159 H -5.80699 9.89548 -3.27177  C148 1.090
160 H -5.39863 8.95176 -4.66280  C148 1.090
161 H -5.38013 10.70748 -5.98488  N149 1.010
162 H -7.57610 10.14408 -5.25911  C150 1.090
163 H -7.46332 11.85717 -5.78948  C150 1.090
164 H -7.29329 12.54980 -3.49171  C151 1.090
165 H -7.57766 10.96823 -2.86222  C151 1.090
166 H -9.37577 12.86404 -2.26849  C153 1.090
167 H -10.01585 11.22037 -2.16910  C153 1.090
168 H -10.83229 12.49378 -3.17762  C153 1.090
169 C -4.42627 0.25992 2.97774  O170 1.408, H178 1.090, H179 1.090, H180 1.090
170 O -5.48272 0.17315 2.05071  C169 1.408, C171 1.445
171 C -6.49225 -0.83285 2.28909  O170 1.445, C172 1.551, H181 1.090, H182 1.090
172 C -7.58066 -0.53326 1.22576  C171 1.551, N173 1.454, H183 1.090, H184 1.090
173 N -8.20486 0.77370 1.35337  C172 1.454, C174 1.411, H185 1.010
174 C -8.70936 1.20727 0.10896  N173 1.411, C175 1.526, H186 1.090, H187 1.090
175 C -9.46218 2.52386 0.27770  C174 1.526, O176 1.430, H188 1.090, H189 1.090
176 O -8.56597 3.63073 0.41130  C175 1.430, C177 1.414
177 C -9.14719 4.89118 0.13901  O176 1.414, H190 1.090, H191 1.090, H192 1.090
178 H -3.71398 0.93109 2.49786  C169 1.090
179 H -3.93198 -0.70812 3.05949  C169 1.090
180 H -4.82428 0.65284 3.91331  C169 1.090
181 H -6.95109 -0.68169 3.26618  C171 1.090
182 H -6.01242 -1.80959 2.22718  C171 1.090
183 H -8.36266 -1.28384 1.34076  C172 1.090
184 H -7.07960 -0.67684 0.26847  C172 1.090
185 H -7.37692 1.34433 1.44809  N173 1.010
186 H -9.31992 0.41678 -0.32745  C174 1.090
187 H -7.88942 1.43221 -0.57310  C174 1.090
188 H -10.11913 2.39370 1.13768  C175 1.090
189 H -10.10812 2.61878 -0.59514  C175 1.090
190 H -9.97163 5.08681 0.82467  C177 1.090
191 H -9.55525 4.88787 -0.87172  C177 1.090
192 H -8.35942 5.63719 0.24392  C177 1.090
193 C -5.83528 5.57767 5.53002  O194 1.386, H202 1.090, H203 1.090, H204 1.090
194 O -4.80493 6.39015 5.97622  C193 1.386, C195 1.430
195 C -4.66943 6.35251 7.39902  O194 1.430, C196 1.537, H205 1.090, H206 1.090
196 C -4.05486 7.67417 7.88707  C195 1.537, N197 1.448, H207 1.090, H208 1.090
197 N -2.64538 7.71944 7.55790  C196 1.448, C198 1.426, H209 1.010
198 C -1.94779 8.82404 8.12910  N197 1.426, C199 1.564, H210 1.090, H211 1.090
199 C -2.42748 10.22601 7.62879  C198 1.564, O200 1.448, H212 1.090, H213 1.090
200 O -2.23214 10.31168 6.19659  C199 1.448, C201 1.417
201 C -0.87158 10.35884 5.80176  O200 1.417, H214 1.090, H215 1.090, H216 1.090
202 H -6.79424 5.92617 5.91348  C193 1.090
203 H -5.64196 4.54769 5.82981  C193 1.090
204 H -5.98352 5.58774 4.45020  C193 1.090
205 H -4.05680 5.49635 7.68147  C195 1.090
206 H -5.66472 6.34135 7.84328  C195 1.090
207 H -4.25885 7.87651 8.93852  C196 1.090
208 H -4.57508 8.47834 7.36671  C196 1.090
209 H -2.59302 7.69703 6.54950  N197 1.010
210 H -0.92631 8.66201 7.78497  C198 1.090
211 H -1.98881 8.74947 9.21577  C198 1.090
212 H -1.88848 11.05432 8.08868  C199 1.090
213 H -3.50181 10.35648 7.75881  C199 1.090
214 H -0.21961 10.84917 6.52468  C201 1.090
215 H -0.91623 10.87107 4.84065  C201 1.090
216 H -0.41023 9.39112 5.60486  C201 1.090
217 C 1.41534 -1.29336 7.12487  O218 1.419, H219 1.090, H220 1.090, H221 1.090
218 O 0.23282 -0.66596 7.59476  C217 1.419, H222 0.960
219 H 1.71594 -2.04373 7.85610  C217 1.090
220 H 1.16297 -1.83883 6.21555  C217 1.090
221 H 2.25468 -0.61343 6.97894  C217 1.090
222 H 0.22996 0.24916 7.30466  O218 0.960
223 C -3.89241 -5.84415 -1.81322  O224 1.466, H225 1.090, H226 1.090, H227 1.090
224 O -4.21146 -7.21329 -1.39745  C223 1.466, H228 0.960
225 H -3.95163 -5.85505 -2.90156  C223 1.090
226 H -4.64799 -5.15252 -1.44063  C223 1.090
227 H -2.93952 -5.51907 -1.39558  C223 1.090
228 H -5.14361 -7.15086 -1.17656  O224 0.960